ORCA calculation (ωB97M-V/def2-TZVPD) on C3H2BiF3NO5S2 as an isolated structure.

- Net charge: +1
- LUMO level (alpha / beta): -8.02 / -8.01 eV

Each line ends with the Mulliken charge.
Geometry (Å):
C (-3.454, -0.832, -0.754)  -0.962
C (-4.484, -1.054, 0.011)  0.650
O (-5.385, -1.201, 0.751)  -0.270
Bi (-1.473, -0.703, -0.057)  1.356
H (-3.629, -0.831, -1.835)  0.359
N (1.222, 1.276, 0.729)  -0.397
S (-0.245, 1.782, -0.384)  0.785
O (-0.693, 3.000, 0.319)  -0.533
O (0.374, 2.042, -1.699)  -0.479
S (1.587, -0.235, 0.991)  1.110
O (0.356, -1.026, 0.695)  -0.551
O (2.261, -0.496, 2.245)  -0.533
C (2.755, -0.829, -0.342)  0.754
F (2.172, -0.718, -1.518)  -0.201
F (3.843, -0.086, -0.305)  -0.193
F (3.061, -2.091, -0.116)  -0.180
H (1.732, 2.000, 1.269)  0.285

=====

ORCA calculation (ωB97M-V/def2-TZVPD) on C3H2BiO2 as an isolated structure.

- Relative energy (zero: lowest compared OMol25 entry of this formula, charge and spin): 12.0 kcal per mole
- Net charge: +3
- LUMO level (alpha / beta): -19.24 / -18.15 eV

Each line ends with the Mulliken charge.
Geometry (Å):
O (-0.937, -0.484, -0.420)  -0.122
O (0.578, 0.113, 0.930)  -0.111
C (-0.006, 0.193, -1.166)  0.075
C (0.938, 0.604, -0.306)  0.205
C (-0.515, -0.587, 0.815)  0.339
H (1.941, 0.999, -0.420)  0.427
Bi (-1.640, -1.720, 2.524)  1.781
H (-0.358, 0.883, -1.956)  0.406

=====

ORCA calculation (ωB97M-V/def2-TZVPD) on a 2-piece molecular cluster, C3H2Br2 overall.

- Relative energy (zero: lowest compared OMol25 entry of this formula, charge and spin): 95.1 kcal per mole
- LUMO level (alpha / beta): -4.33 / -4.31 eV

Each line ends with the Mulliken charge.
Geometry (Å):
C (-0.427, 0.221, -0.630)  0.052
C (-1.382, -0.434, -0.078)  -0.334
C (-0.087, -1.053, 0.234)  -0.131
Br (-3.418, -2.422, -2.405)  -0.321
Br (0.545, -2.620, -0.653)  0.007
H (0.053, 0.962, -1.219)  0.379
H (0.375, -0.959, 1.209)  0.346

=====

ORCA calculation (ωB97M-V/def2-TZVPD) on C3H2Br2Cl2 as an isolated structure.

- Relative energy (zero: lowest compared OMol25 entry of this formula, charge and spin): 67.5 kcal per mole
- LUMO level: -0.90 eV

Each line ends with the Mulliken charge.
Geometry (Å):
C (0.112, 0.133, -0.200)  -0.598
C (1.248, 0.708, -0.498)  0.514
C (4.177, -0.111, 0.634)  -0.115
Cl (1.687, 2.317, -0.016)  -0.159
Cl (2.566, -0.073, -1.294)  -0.121
Br (5.110, 1.424, 0.147)  0.043
Br (4.993, -1.749, 0.115)  -0.041
H (-0.570, 0.539, 0.559)  0.257
H (-0.107, -0.801, -0.747)  0.220

=====

ORCA calculation (ωB97M-V/def2-TZVPD) on a single C3H2Br2O molecule.

- Relative energy (zero: lowest compared OMol25 entry of this formula, charge and spin): 22.8 kcal per mole
- LUMO level: -0.69 eV
- SMILES: O=C=C(Br)CBr

Each line ends with the Mulliken charge.
Geometry (Å):
O (0.688, 1.018, 3.317)  -0.363
C (0.857, 0.969, 2.150)  0.491
C (0.798, 1.073, 0.827)  -0.035
Br (2.462, 2.096, 0.341)  -0.155
C (-0.036, 0.369, -0.208)  -0.442
Br (-0.853, 1.572, -1.613)  -0.100
H (0.496, -0.572, -0.735)  0.306
H (-0.900, -0.089, 0.480)  0.298

=====

ORCA calculation (ωB97M-V/def2-TZVPD) on a 2-piece molecular cluster, C3H2BrCl overall.

- Relative energy (zero: lowest compared OMol25 entry of this formula, charge and spin): 99.6 kcal per mole
- LUMO level (alpha / beta): -0.26 / -0.27 eV

Each line ends with the Mulliken charge.
Geometry (Å):
C (-0.375, -1.680, -0.756)  0.246
C (0.583, -1.075, -0.349)  -0.521
C (-0.422, 1.239, 0.601)  -0.315
Cl (-0.582, 2.654, -0.130)  -0.044
Br (1.916, 0.018, 0.221)  -0.006
H (-0.259, 1.259, 1.714)  0.243
H (-0.860, -2.415, -1.300)  0.396

=====

ORCA calculation (ωB97M-V/def2-TZVPD) on C3H2BrCl2I as an isolated structure.

- Relative energy (zero: lowest compared OMol25 entry of this formula, charge and spin): 0.0 kcal per mole
- LUMO level (alpha / beta): -0.65 / -0.65 eV

Each line ends with the Mulliken charge.
Geometry (Å):
C (0.171, 0.604, 0.038)  0.265
C (-1.473, 0.482, -0.139)  -0.069
C (1.067, -0.588, -0.093)  -0.650
Cl (0.636, 1.973, 0.841)  -0.138
Cl (-2.254, 1.873, -0.083)  -0.148
Br (1.332, -1.412, 1.652)  -0.095
I (-2.283, -1.251, -0.842)  0.174
H (2.032, -0.291, -0.406)  0.330
H (0.772, -1.389, -0.968)  0.332

=====

ORCA calculation (ωB97M-V/def2-TZVPD) on a 2-piece molecular cluster, C3H2BrClF2 overall.

- Relative energy (zero: lowest compared OMol25 entry of this formula, charge and spin): 90.2 kcal per mole
- LUMO level (alpha / beta): -1.10 / -3.76 eV

Each line ends with the Mulliken charge.
Geometry (Å):
C (0.360, 0.263, 0.506)  -0.502
C (-1.036, -0.099, 0.345)  0.933
C (0.019, -0.688, -0.516)  -0.321
F (-1.640, -0.935, 1.199)  -0.264
F (-1.991, 0.737, -0.047)  -0.264
Cl (0.597, -2.100, -1.296)  -0.108
Br (2.273, 1.592, -2.218)  -0.002
H (0.572, 1.318, 0.488)  0.330
H (0.847, -0.089, 1.540)  0.198

=====

ORCA calculation (ωB97M-V/def2-TZVPD) on a 2-piece molecular cluster, C3H2BrF3 overall.

- Relative energy (zero: lowest compared OMol25 entry of this formula, charge and spin): 137.6 kcal per mole
- LUMO level (alpha / beta): -0.91 / -0.91 eV

Each line ends with the Mulliken charge.
Geometry (Å):
C (0.908, -0.969, -0.634)  0.052
C (3.265, -0.895, 0.186)  0.077
C (-0.088, 0.098, -0.343)  -0.144
F (0.698, -2.074, 0.021)  -0.136
F (3.920, -1.968, -0.299)  -0.103
F (0.108, 1.222, -1.105)  -0.231
Br (4.228, 0.613, 0.144)  0.020
H (-1.108, -0.276, -0.448)  0.273
H (0.076, 0.487, 0.765)  0.191

=====

ORCA calculation (ωB97M-V/def2-TZVPD) on a single C3H2BrNO2S molecule.

- Relative energy (zero: lowest compared OMol25 entry of this formula, charge and spin): 0.0 kcal per mole
- LUMO level: -0.68 eV

Each line ends with the Mulliken charge.
Geometry (Å):
C (0.899, 0.280, -0.628)  0.052
C (-0.248, 0.870, -0.275)  -0.523
C (1.362, -2.027, 0.063)  0.567
N (1.172, -1.033, -0.554)  -0.340
O (1.642, -3.046, 0.493)  -0.383
O (-1.553, 0.479, 1.912)  -0.458
S (-1.704, 0.101, 0.491)  0.414
Br (-2.960, 1.660, -0.568)  -0.163
H (1.765, 0.820, -0.923)  0.398
H (-0.375, 1.895, -0.009)  0.438

=====

ORCA calculation (ωB97M-V/def2-TZVPD) on an isolated ion of composition C3H2BrO2S and charge -1.

- Relative energy (zero: lowest compared OMol25 entry of this formula, charge and spin): 73.7 kcal per mole
- Net charge: -1
- LUMO level (alpha / beta): 2.93 / 2.91 eV

Each line ends with the Mulliken charge.
Geometry (Å):
C (0.207, -1.832, -0.175)  -0.579
C (1.132, 0.474, -0.576)  -0.410
C (0.781, -0.846, -0.962)  0.034
O (-0.338, 2.658, 0.437)  -0.592
O (0.033, 0.803, 1.874)  -0.539
S (-0.167, 1.187, 0.470)  0.919
Br (-2.360, 0.413, 0.402)  -0.368
H (-0.689, -1.684, 0.387)  0.268
H (1.399, -1.172, -1.857)  0.268

=====

ORCA calculation (ωB97M-V/def2-TZVPD) on C3H2Cl2F24NO4P3S2V2 as an isolated structure.

- <S²>: 12.005
- LUMO level (alpha / beta): -2.15 / -2.14 eV
- Multiplicity: 7

Each line ends with the Mulliken spin population.
Geometry (Å):
V (-2.378, -3.188, -1.195)  2.968
V (1.736, 0.787, -0.381)  2.877
P (3.950, 0.844, -2.227)  -0.002
F (5.233, -0.028, -1.967)  0.000
F (3.828, 1.201, -0.590)  0.011
F (4.826, 2.134, -2.404)  0.000
F (2.537, 1.734, -2.318)  0.010
F (3.858, 0.492, -3.739)  0.000
F (2.978, -0.452, -1.837)  0.003
P (-3.846, -4.048, -3.503)  -0.006
F (-5.029, -5.030, -3.291)  0.001
F (-4.584, -3.137, -4.499)  0.000
F (-4.315, -3.022, -2.257)  0.008
F (-2.463, -3.085, -3.459)  -0.005
F (-2.987, -4.878, -2.290)  0.014
F (-3.174, -4.950, -4.592)  0.000
P (-0.382, -1.235, -0.662)  -0.018
F (-1.780, -1.061, -1.538)  0.001
F (-1.184, -2.187, 0.402)  0.018
F (-0.273, -2.597, -1.595)  0.010
F (1.053, -1.511, -0.022)  0.016
F (0.303, -0.270, -1.770)  0.008
F (-0.611, 0.031, 0.248)  0.009
C (4.028, 2.917, 1.967)  0.006
F (4.800, 3.087, 0.921)  0.000
F (4.169, 1.670, 2.407)  0.000
F (4.360, 3.755, 2.927)  0.000
S (2.226, 3.247, 1.500)  0.011
O (1.688, 4.101, 2.487)  0.002
O (2.228, 3.679, 0.137)  0.010
N (1.519, 1.710, 1.446)  0.014
S (1.091, 1.127, 2.899)  0.023
O (0.906, -0.275, 2.742)  0.002
O (1.860, 1.598, 3.993)  -0.003
C (-0.623, 1.781, 3.168)  0.001
F (-0.568, 2.969, 3.757)  0.000
F (-1.288, 1.896, 2.013)  -0.001
F (-1.277, 0.928, 3.958)  0.000
C (-4.411, -0.175, 1.975)  0.004
Cl (-5.747, 0.955, 1.818)  0.002
Cl (-3.996, -0.868, 0.379)  0.007
H (-3.534, 0.327, 2.361)  0.000
H (-4.725, -0.976, 2.631)  0.000

=====

ORCA calculation (ωB97M-V/def2-TZVPD) on C3H2Cl2N2 as an isolated structure.

- Relative energy (zero: lowest compared OMol25 entry of this formula, charge and spin): 53.0 kcal per mole
- LUMO level: 0.17 eV

Each line ends with the Mulliken charge.
Geometry (Å):
C (-2.005, 1.682, -0.110)  0.292
C (0.296, 0.594, -0.035)  0.299
C (-1.618, 0.363, -0.021)  -0.189
N (-2.233, 2.789, -0.203)  -0.342
N (0.957, -0.084, -0.833)  -0.477
Cl (0.797, 1.552, 1.357)  -0.113
Cl (-1.849, -0.563, 1.442)  -0.100
H (-1.810, -0.217, -0.828)  0.332
H (1.987, 0.080, -0.792)  0.299

=====

ORCA calculation (ωB97M-V/def2-TZVPD) on a single C3H2Cl2N2 molecule.

- <S²>: 2.025
- Relative energy (zero: lowest compared OMol25 entry of this formula, charge and spin): 45.2 kcal per mole
- LUMO level (alpha / beta): -0.23 / -1.82 eV
- Multiplicity: 3

Each line ends with the Mulliken spin population.
Geometry (Å):
C (0.341, 1.039, 0.218)  0.135
C (0.361, -1.334, -0.218)  0.838
C (0.944, -0.293, 0.205)  0.021
N (-0.878, 1.068, -0.129)  0.133
N (-1.544, 0.028, -0.490)  0.627
Cl (2.641, -0.033, 0.562)  0.119
Cl (-2.807, -0.256, 0.496)  0.115
H (0.986, 1.893, 0.192)  0.008
H (-0.043, -2.111, -0.838)  0.004

=====

ORCA calculation (ωB97M-V/def2-TZVPD) on C3H2Cl2O as an isolated structure.

- Relative energy (zero: lowest compared OMol25 entry of this formula, charge and spin): 43.5 kcal per mole
- LUMO level: 0.11 eV

Each line ends with the Mulliken charge.
Geometry (Å):
C (-0.338, 0.008, -0.136)  -0.688
C (-1.444, 0.496, 0.397)  0.186
C (-1.834, 0.699, 2.354)  0.543
O (-1.069, 0.282, 3.136)  -0.349
Cl (-2.736, 1.047, -0.596)  -0.177
Cl (-3.450, 1.151, 2.571)  -0.092
H (-0.128, -0.100, -1.181)  0.291
H (0.439, -0.281, 0.492)  0.286

=====

ORCA calculation (ωB97M-V/def2-TZVPD) on a single C3H2Cl2O molecule.

- Relative energy (zero: lowest compared OMol25 entry of this formula, charge and spin): 54.7 kcal per mole
- LUMO level: -1.14 eV
- SMILES: O=C=C(Cl)CCl

Each line ends with the Mulliken charge.
Geometry (Å):
O (-0.040, -1.953, 2.047)  -0.374
C (-0.166, -1.076, 1.254)  0.681
C (-0.074, -0.081, 0.426)  -0.232
Cl (0.354, 1.459, 1.638)  -0.266
C (-0.099, 0.393, -1.088)  -0.174
Cl (0.836, -0.768, -1.843)  -0.129
H (0.319, 1.383, -0.826)  0.210
H (-1.129, 0.643, -1.609)  0.283

=====

ORCA calculation (ωB97M-V/def2-TZVPD) on a single C3H2Cl2OS molecule.

- Relative energy (zero: lowest compared OMol25 entry of this formula, charge and spin): 2.8 kcal per mole
- LUMO level: -0.69 eV
- SMILES: OC(=S)/C(Cl)=C/Cl

Each line ends with the Mulliken charge.
Geometry (Å):
O (1.311, -1.287, 0.335)  -0.485
C (1.229, 0.061, -0.021)  0.352
S (2.485, 0.907, -0.545)  -0.235
C (-0.201, 0.625, 0.011)  0.202
Cl (-0.409, 2.346, 0.185)  -0.135
C (-1.203, -0.207, -0.221)  -0.298
Cl (-2.835, 0.243, -0.370)  -0.138
H (0.627, -1.449, 1.003)  0.365
H (-1.005, -1.238, -0.378)  0.371

=====

ORCA calculation (ωB97M-V/def2-TZVPD) on C3H2Cl3N as an isolated structure.

- Relative energy (zero: lowest compared OMol25 entry of this formula, charge and spin): 17.8 kcal per mole
- LUMO level: 0.05 eV

Each line ends with the Mulliken charge.
Geometry (Å):
C (0.111, 1.731, -0.086)  0.422
C (0.242, 0.326, -0.056)  -0.695
C (2.190, -0.030, -0.018)  0.258
N (0.009, 2.871, -0.125)  -0.351
Cl (2.365, -1.761, -0.099)  -0.113
Cl (2.778, 0.627, 1.490)  -0.098
Cl (2.870, 0.777, -1.403)  -0.095
H (-0.074, -0.175, -0.962)  0.334
H (-0.096, -0.143, 0.857)  0.336

=====

ORCA calculation (ωB97M-V/def2-TZVPD) on a 2-piece molecular cluster, C3H2Cl3N3O overall.

- <S²>: 2.010
- Relative energy (zero: lowest compared OMol25 entry of this formula, charge and spin): 9.2 kcal per mole
- LUMO level (alpha / beta): -0.61 / -3.13 eV
- Multiplicity: 3

Each line ends with the Mulliken spin population.
Geometry (Å):
C (0.723, 0.214, -1.755)  0.138
C (-0.139, -0.964, -1.602)  0.528
C (1.480, 0.852, -0.908)  0.269
N (-0.268, -1.736, -0.579)  0.679
N (3.877, -0.310, -1.219)  0.008
N (3.916, -0.700, -2.335)  -0.005
O (2.202, 1.465, -0.221)  0.185
Cl (-1.294, -3.045, -0.798)  0.162
Cl (3.064, -1.361, 0.031)  0.001
Cl (3.253, -2.161, -2.787)  0.004
H (0.849, 0.793, -2.651)  0.002
H (-0.681, -1.106, -2.605)  0.029

=====

ORCA calculation (ωB97M-V/def2-TZVPD) on an isolated ion of composition C3H2Cl3O3 and charge -1.

- Relative energy (zero: lowest compared OMol25 entry of this formula, charge and spin): 8.7 kcal per mole
- Net charge: -1
- LUMO level: 3.40 eV
- SMILES: O=C(O)[C@]([O-])(Cl)C(Cl)Cl

Each line ends with the Mulliken charge.
Geometry (Å):
O (-1.292, 0.961, 1.265)  -0.591
C (-1.214, 0.352, 0.210)  0.572
O (-2.325, 0.291, -0.630)  -0.489
C (0.108, -0.254, -0.417)  0.369
O (0.086, -0.351, -1.680)  -0.773
Cl (-0.201, -2.037, 0.447)  -0.397
C (1.333, 0.177, 0.460)  0.002
Cl (1.356, 1.943, 0.488)  -0.184
Cl (2.805, -0.540, -0.249)  -0.186
H (-2.096, -0.313, -1.374)  0.345
H (1.439, -0.229, 1.480)  0.331